This record from the OMol25 dataset describes C28H20F6MgN2O5S8 as an isolated structure. The level of theory is ωB97M-V with the def2-TZVPD basis set.

Values from the calculation:
energy above the lowest of the compared OMol25 structures with the same formula, charge and spin = 13.6 kcal/mol
HOMO = -0.82 eV
Kohn-Sham gap = 4.6 eV
charge = -2
LUMO = 0.139 hartree

Each line ends with the Löwdin charge.
Geometry (Å):
Mg 0.925 -0.571 1.200  0.474
S -5.416 2.983 4.751  0.335
C -4.281 2.027 3.978  -1.573
S -4.630 0.529 3.222  0.818
C -3.007 0.048 2.706  -1.235
C -2.036 0.923 3.090  -1.154
S -0.300 0.888 2.911  0.512
S -2.605 2.351 3.950  0.840
S -2.879 -1.375 1.752  0.403
F 1.330 -1.172 5.416  0.145
C 2.638 -0.985 5.418  -0.676
F 3.192 -1.856 6.279  0.113
F 2.901 0.249 5.856  0.133
S 3.367 -1.199 3.736  0.590
O 2.604 -0.294 2.919  -0.346
O 4.761 -0.960 3.948  -0.272
N 3.142 -2.715 3.380  -0.280
S 1.868 -3.288 2.663  0.603
O 0.762 -2.357 2.508  -0.334
O 2.227 -4.133 1.563  -0.271
C 1.243 -4.478 3.927  -0.669
F 0.150 -5.084 3.460  0.138
F 0.940 -3.882 5.077  0.141
F 2.165 -5.418 4.178  0.119
C 4.726 -1.378 -1.147  -0.110
C 4.715 -0.392 -2.125  -0.125
C 3.699 0.549 -2.117  -0.076
C 2.695 0.499 -1.145  -0.220
C 2.658 -0.498 -0.151  -0.120
C 3.717 -1.418 -0.191  -0.123
C 1.594 1.505 -1.186  -0.222
C 1.745 2.739 -1.884  -0.012
C 0.707 3.613 -1.946  -0.020
C -0.525 3.286 -1.336  -0.164
C -1.658 4.129 -1.365  -0.058
C -2.813 3.750 -0.737  -0.091
C -2.889 2.504 -0.082  -0.050
C -1.808 1.665 -0.050  -0.035
C -0.592 2.052 -0.651  -0.194
N 0.475 1.204 -0.567  0.143
H 5.520 -2.119 -1.134  0.089
H 5.487 -0.356 -2.886  0.083
H 3.690 1.305 -2.895  0.085
H 3.763 -2.215 0.546  0.070
H 2.698 2.990 -2.326  0.094
H 0.812 4.567 -2.453  0.108
H -1.592 5.082 -1.879  0.100
H -3.672 4.410 -0.736  0.097
H -3.807 2.205 0.409  0.111
H -1.861 0.691 0.417  0.044
C -3.694 1.902 -4.240  -0.051
C -2.755 0.875 -3.669  -0.272
C -1.443 0.777 -4.122  -0.047
C -0.558 -0.116 -3.535  -0.084
C -0.998 -0.920 -2.496  -0.386
C -2.299 -0.837 -2.022  -0.070
C -3.171 0.052 -2.625  -0.033
S 0.186 -1.953 -1.645  0.968
C -0.525 -3.548 -2.069  -0.219
O -0.132 -1.831 -0.184  -0.561
H -3.277 2.364 -5.136  0.069
H -3.874 2.689 -3.504  0.073
H -4.657 1.457 -4.496  0.075
H -1.099 1.434 -4.913  0.106
H 0.479 -0.160 -3.848  0.108
H -2.599 -1.387 -1.134  0.074
H -4.176 0.151 -2.233  0.123
H -1.548 -3.571 -1.696  0.060
H 0.081 -4.295 -1.558  0.055
H -0.488 -3.684 -3.149  0.054